(1)
Below is a cluster of 4 separate species, C30H65BClO14 in total at a distorted geometry, with properties calculated with the ωB97M-V functional and the def2-TZVPD basis.

Results
- net charge = -1
- E_HOMO (eV) = -5.1

Last column: Mulliken charge in e.
CARTESIAN COORDINATES (ANGSTROEM)
C (2.00390, -1.10906, 3.22006)  -1.29
C (1.35505, -0.15005, 2.20548)  1.07
C (1.66312, -0.60050, 0.77750)  -0.52
O (1.73655, 0.41468, -0.17783)  -0.72
B (0.64373, 1.38711, -0.24537)  0.48
C (-0.89803, 0.78991, -0.08976)  -0.11
O (-1.60662, 1.43781, 0.98863)  -0.12
C (-2.81236, 0.82333, 1.34851)  -0.74
O (0.77879, 2.01717, -1.63816)  -0.82
C (0.96130, 3.37155, -1.43970)  0.69
C (1.59878, 4.09833, -2.62826)  -0.48
C (3.09598, 4.19036, -2.59808)  -0.19
O (3.85376, 3.48469, -3.27090)  -0.56
C (1.65222, 3.40790, -0.06201)  -0.11
C (1.86588, 4.75185, 0.60358)  -0.80
C (2.07310, 4.67197, 2.11877)  -0.93
C (0.78842, 4.61579, 2.95534)  -0.45
Cl (0.47730, 3.05395, 3.74192)  -0.18
O (0.80621, 2.56541, 0.65096)  0.21
H (1.42801, -1.19459, 4.13770)  0.42
H (2.11065, -2.10037, 2.78378)  0.10
H (2.98558, -0.71938, 3.47367)  0.36
H (1.75471, 0.84495, 2.35890)  -0.39
H (0.27679, -0.12113, 2.33870)  -0.03
H (0.92456, -1.36011, 0.48671)  0.03
H (2.63312, -1.10762, 0.77700)  0.37
H (-0.96304, -0.29645, 0.05492)  -0.13
H (-1.44775, 1.00856, -1.01141)  0.33
H (-2.91160, -0.18209, 0.94074)  0.16
H (-3.66020, 1.43080, 1.01367)  0.23
H (-2.86410, 0.76974, 2.43756)  0.24
H (-0.01751, 3.85689, -1.25752)  -0.25
H (1.28752, 3.67360, -3.57716)  0.40
H (1.22156, 5.12485, -2.59268)  0.04
H (3.53499, 4.96317, -1.94026)  0.32
H (2.62297, 2.91443, -0.24080)  0.35
H (1.01579, 5.39924, 0.38065)  0.22
H (2.77099, 5.18173, 0.18251)  0.30
H (2.58180, 5.58911, 2.41861)  0.38
H (2.72647, 3.84409, 2.37553)  0.43
H (0.87055, 5.32788, 3.77027)  0.37
H (-0.06307, 4.91133, 2.35440)  0.27
C (-5.26025, -4.20565, -2.50078)  -0.76
O (-4.25382, -4.59110, -1.59737)  -0.24
C (-3.23854, -3.60341, -1.48068)  -0.62
C (-2.41988, -3.81124, -0.22919)  -0.36
O (-3.04581, -3.33381, 0.95076)  -0.29
C (-4.09083, -4.11130, 1.50428)  -0.56
C (-3.61038, -5.33643, 2.24665)  -0.60
O (-3.31396, -6.39370, 1.35032)  -0.29
C (-2.51522, -7.37815, 1.95693)  -0.64
H (-4.85343, -4.04594, -3.50674)  0.31
H (-5.99364, -5.00934, -2.54090)  0.23
H (-5.75990, -3.28841, -2.16671)  0.33
H (-3.68547, -2.60295, -1.45286)  0.34
H (-2.57858, -3.66962, -2.35643)  0.42
H (-1.51632, -3.20656, -0.32846)  0.28
H (-2.11687, -4.85558, -0.12672)  0.23
H (-4.83971, -4.37574, 0.75417)  0.24
H (-4.56695, -3.45394, 2.23505)  0.39
H (-4.39409, -5.67479, 2.94040)  0.43
H (-2.71763, -5.06949, 2.82541)  0.36
H (-1.55107, -6.95486, 2.26453)  0.17
H (-2.33230, -8.15956, 1.22130)  0.25
H (-3.01598, -7.81924, 2.82792)  0.35
C (7.52106, -7.18921, 1.95392)  -0.77
O (6.21753, -7.14268, 2.48081)  -0.25
C (6.13334, -6.30849, 3.62356)  -0.59
C (4.70098, -5.91733, 3.90997)  -0.44
O (4.21669, -4.86420, 3.09607)  -0.40
C (3.87336, -5.19845, 1.75719)  -0.63
C (2.58804, -5.98246, 1.63381)  -0.52
O (2.81136, -7.35542, 1.92602)  -0.27
C (1.61424, -8.05551, 2.15245)  -0.80
H (8.23392, -7.58486, 2.68817)  0.31
H (7.50351, -7.84922, 1.08888)  0.23
H (7.85133, -6.19474, 1.63151)  0.33
H (6.72831, -5.39955, 3.47355)  0.35
H (6.53674, -6.85548, 4.48857)  0.42
H (4.67179, -5.51941, 4.92694)  0.39
H (4.04436, -6.78884, 3.87216)  0.20
H (4.69490, -5.71671, 1.25940)  0.25
H (3.72692, -4.24108, 1.25435)  0.46
H (2.21317, -5.89956, 0.60458)  0.47
H (1.84041, -5.56291, 2.31780)  0.32
H (1.07796, -7.64988, 3.01962)  0.31
H (1.87164, -9.09358, 2.35548)  0.33
H (0.96009, -8.01613, 1.27248)  0.29
C (-4.19115, 10.13772, -4.78722)  -0.78
O (-3.34111, 9.01883, -4.75887)  -0.24
C (-2.00307, 9.37147, -4.45233)  -0.66
C (-1.20926, 8.16629, -4.00091)  -0.36
O (-1.43548, 7.80040, -2.65208)  -0.44
C (-2.62641, 7.07684, -2.37078)  -0.58
C (-2.56429, 5.62101, -2.76704)  -0.07
O (-2.78487, 5.46793, -4.16020)  -0.32
C (-2.37577, 4.19271, -4.60717)  -0.55
H (-3.87283, 10.86195, -5.54773)  0.31
H (-5.19126, 9.78588, -5.03299)  0.23
H (-4.22261, 10.63388, -3.80945)  0.32
H (-1.98490, 10.12961, -3.65947)  0.34
H (-1.53483, 9.79284, -5.35409)  0.42
H (-0.15268, 8.44045, -4.04406)  0.38
H (-1.36510, 7.32149, -4.67509)  0.24
H (-3.49944, 7.56390, -2.81069)  0.21
H (-2.72917, 7.11776, -1.28498)  0.46
H (-3.33816, 5.06260, -2.22299)  0.52
H (-1.58294, 5.21518, -2.49339)  -0.06
H (-1.30530, 4.03865, -4.43323)  0.12
H (-2.57105, 4.14101, -5.67699)  0.26
H (-2.93520, 3.39726, -4.10261)  0.32

Atoms 1-2, force components in eV/Å:
C -0.30 0.39 -0.30
C 0.21 -0.53 0.14


(2)
Below is an isolated molecule of C7H12 at a distorted geometry, with properties calculated with the ωB97M-V functional and the def2-TZVPD basis.

Results
- ΔE to the lowest compared entry with this formula, charge and spin (eV) = 1.1125
- E_HOMO (eV) = -8.9
- SMILES = C=C(C)/C(C)=C/C

Last column: Mulliken charge in e.
CARTESIAN COORDINATES (ANGSTROEM)
C (-2.28775, -0.44898, 0.36055)  -1.21
C (-1.12691, 0.52021, 0.26008)  0.48
C (-1.24787, 1.73576, 0.78529)  -0.94
C (0.84924, 0.24482, -1.15398)  -0.03
C (0.20654, -0.07145, -0.02893)  0.34
C (0.78349, -0.96229, 1.02711)  -1.13
C (2.22832, -0.21579, -1.53137)  -1.33
H (-2.70923, -0.56633, -0.64230)  0.28
H (-3.10009, -0.12630, 1.00851)  0.39
H (-1.95603, -1.42631, 0.70502)  0.30
H (-0.47933, 2.49129, 0.89634)  0.31
H (-2.25851, 2.10674, 0.93933)  0.29
H (0.48170, 1.10641, -1.70689)  0.35
H (0.99998, -0.36734, 1.92290)  0.28
H (1.72832, -1.41317, 0.73687)  0.32
H (0.07751, -1.72373, 1.36723)  0.29
H (2.44226, -1.24923, -1.28115)  0.37
H (2.95050, 0.45606, -1.06440)  0.29
H (2.41787, -0.09037, -2.60021)  0.35

Atoms 1-2, force components in eV/Å:
C -0.10 0.11 -0.96
C 0.31 -0.30 1.95


no.,frontier orbital gap (eV),energy (Eh),LUMO (eV)
1,7.4,-2720.3982,2.29
2,9.9,-273.8677,1.04